[1]
{"formula": "C31H45BaBrN2P2", "method": "ωB97M-V with the def2-TZVPD basis set", "elements": ["C", "C", "C", "C", "N", "C", "C", "C", "C", "C", "C", "C", "C", "C", "Ba", "P", "H", "H", "H", "H", "H", "H", "H", "H", "C", "C", "H", "H", "H", "H", "H", "C", "C", "H", "H", "H", "H", "H", "C", "C", "H", "H", "H", "H", "H", "Br", "P", "C", "C", "H", "H", "H", "H", "H", "C", "C", "H", "H", "H", "H", "H", "C", "C", "H", "H", "H", "H", "H", "N", "C", "C", "C", "C", "C", "C", "H", "H", "H", "H", "H", "H", "H"], "coordinates": [[1.85311, 3.73286, -0.37392], [0.86991, 2.97486, -1.06702], [0.96091, 2.98166, -2.48622], [1.99611, 3.68806, -3.10292], [2.94061, 4.38656, -2.44472], [2.83921, 4.40236, -1.10102], [-0.11339, 2.20716, -0.38552], [-1.19759, 1.80536, 0.16378], [-2.55019, 2.09406, 0.56568], [-3.35049, 1.09316, 1.16358], [-4.66649, 1.34986, 1.56028], [-5.19899, 2.63136, 1.35908], [-4.43149, 3.64976, 0.76758], [-3.11869, 3.37906, 0.37538], [0.08041, 0.09076, 0.28808], [2.28481, -0.44994, -0.30622], [0.22771, 2.42936, -3.08242], [1.83871, 3.77376, 0.71948], [2.07321, 3.68766, -4.19982], [3.60321, 4.98566, -0.56722], [-2.51389, 4.16606, -0.08572], [-2.90479, 0.10436, 1.30698], [-4.86309, 4.64356, 0.61838], [-5.27459, 0.56636, 2.02118], [2.87301, -2.19474, 0.05408], [4.02341, -2.79414, -0.76482], [1.96761, -2.81944, -0.05372], [3.11021, -2.20804, 1.13478], [4.21331, -3.83744, -0.45272], [3.78091, -2.81234, -1.84132], [4.96201, -2.23124, -0.63962], [2.59941, -0.20244, -2.13722], [3.98761, 0.21486, -2.63692], [1.86471, 0.56916, -2.42592], [2.26761, -1.13734, -2.62422], [3.96041, 0.36416, -3.73172], [4.30221, 1.17266, -2.18992], [4.76041, -0.54124, -2.42152], [3.52471, 0.66726, 0.54008], [4.99391, 0.24716, 0.66998], [3.09651, 0.83726, 1.54228], [3.43011, 1.63506, 0.01418], [5.56011, 1.02166, 1.21878], [5.09561, -0.69534, 1.23598], [5.48081, 0.11166, -0.30842], [-6.99299, 3.00046, 1.89688], [-1.29869, -1.30724, -1.08752], [-0.38339, -2.38814, -2.32212], [-1.05789, -3.61254, -2.95482], [0.52251, -2.71234, -1.77892], [-0.02679, -1.68894, -3.10152], [-0.34749, -4.13584, -3.62122], [-1.37789, -4.33654, -2.18572], [-1.94059, -3.34184, -3.55512], [-2.45219, -2.51374, -0.21852], [-3.76289, -2.95524, -0.88242], [-2.68139, -2.02894, 0.74638], [-1.81929, -3.38454, 0.03958], [-4.32789, -3.62284, -0.20572], [-4.40889, -2.08734, -1.10042], [-3.59629, -3.50004, -1.82512], [-2.43659, -0.25134, -2.14082], [-2.95779, -0.76354, -3.48862], [-1.86549, 0.68296, -2.29092], [-3.27289, 0.03056, -1.47472], [-3.56559, 0.01836, -3.97992], [-2.12939, -1.01184, -4.17482], [-3.59129, -1.65904, -3.38292], [-0.18799, -1.43684, 2.68188], [-0.29289, -0.78794, 3.93838], [0.50871, -1.22094, 5.00798], [0.40541, -0.61044, 6.26128], [-0.50159, 0.43366, 6.45698], [-1.30139, 0.87306, 5.39748], [-1.19519, 0.26746, 4.14158], [-1.17149, -1.65424, 2.47028], [0.44361, -2.24504, 2.57738], [1.21191, -2.03354, 4.87158], [1.02621, -0.94944, 7.08068], [-0.58649, 0.90106, 7.42918], [-2.00699, 1.67846, 5.55048], [-1.81999, 0.61296, 3.33488]], "mulliken_charge": [-0.39, 0.67, -0.15, -0.54, -0.53, -0.29, -0.99, -0.39, 1.09, 0.14, -0.93, -0.22, -0.62, -0.55, 1.89, -0.55, 0.55, 0.51, 0.40, 0.41, 0.48, 0.40, 0.46, 0.48, -0.51, -1.30, 0.44, 0.59, 0.41, 0.28, 0.27, 0.19, -1.50, -0.04, 0.49, 0.43, 0.29, 0.28, -0.24, -1.33, 0.61, 0.04, 0.42, 0.30, 0.25, -0.11, 0.71, -0.38, -1.46, 0.18, 0.38, 0.42, 0.32, 0.26, -0.48, -1.39, 0.16, 0.57, 0.44, 0.30, 0.25, -0.23, -1.42, 0.31, 0.30, 0.44, 0.32, 0.25, -0.13, 0.69, -0.62, -0.64, -0.56, -0.77, -0.07, 0.12, 0.14, 0.34, 0.41, 0.41, 0.43, 0.43], "mol_weight_g_mol": 724.90, "charge": 2, "e_tot_ev": -125147.992, "e_above_lowest_kcal_mol": 229.47}


[2]
{"formula": "C26H31N5O4S", "method": "ωB97M-V with the def2-TZVPD basis set", "elements": ["C", "O", "C", "C", "C", "C", "N", "C", "C", "N", "C", "O", "C", "S", "C", "N", "C", "N", "C", "C", "O", "N", "C", "C", "C", "C", "C", "C", "O", "C", "C", "C", "C", "C", "C", "C", "H", "H", "H", "H", "H", "H", "H", "H", "H", "H", "H", "H", "H", "H", "H", "H", "H", "H", "H", "H", "H", "H", "H", "H", "H", "H", "H", "H", "H", "H", "H"], "coordinates": [[2.12823, 3.16323, 1.54727], [1.75330, 2.32562, 0.48277], [0.42583, 2.28530, 0.14208], [-0.55439, 3.12005, 0.66467], [-1.86670, 3.01200, 0.24217], [-2.26032, 2.05858, -0.69748], [-3.58229, 2.02577, -1.13906], [-4.67515, 2.20533, -0.19700], [-5.49670, 0.89936, -0.06451], [-4.58890, -0.21117, -0.27089], [-3.92544, -0.66049, 0.82968], [-4.33626, -0.40647, 1.95107], [-2.64524, -1.38056, 0.65053], [-2.38368, -2.70847, -0.46351], [-0.69616, -2.69828, -0.11419], [0.19116, -3.48368, -0.75506], [1.42704, -3.25143, -0.48008], [1.87622, -2.36484, 0.43574], [3.27449, -2.01543, 0.46820], [3.55406, -1.12948, -0.76458], [2.73942, -1.07833, -1.66639], [4.72500, -0.47306, -0.79072], [5.68373, -0.39325, 0.28777], [5.53506, 0.94830, 1.00875], [5.73928, 2.08482, 0.00872], [4.76714, 1.93222, -1.15958], [4.92894, 0.55325, -1.79812], [1.00811, -1.54673, 1.19402], [1.46263, -0.77514, 2.01460], [-0.37518, -1.75586, 0.85403], [-1.50422, -1.02089, 1.31630], [-1.38993, 0.02162, 2.36911], [-4.17577, -0.30336, -1.65349], [-3.96032, 1.12877, -2.20138], [-1.26022, 1.22914, -1.21792], [0.05317, 1.34279, -0.81242], [3.19506, 3.00358, 1.69557], [1.59537, 2.90249, 2.46706], [1.95553, 4.21904, 1.31054], [-0.31310, 3.87283, 1.39876], [-2.59031, 3.70335, 0.64592], [-4.26918, 2.46208, 0.78062], [-5.32506, 3.02177, -0.53628], [-6.29354, 0.84314, -0.80907], [-5.92820, 0.82026, 0.93281], [2.17552, -3.82175, -1.01183], [3.43341, -1.45578, 1.39320], [3.89607, -2.91376, 0.44404], [5.56429, -1.22733, 0.97700], [6.68469, -0.46121, -0.15466], [6.26153, 1.01389, 1.82008], [4.53192, 1.00854, 1.43512], [5.58749, 3.04832, 0.49809], [6.76708, 2.05820, -0.36345], [4.94763, 2.70400, -1.90863], [3.74141, 2.03266, -0.80053], [4.19147, 0.40034, -2.58654], [5.93458, 0.43630, -2.21518], [-0.70969, 0.80326, 2.03657], [-2.35976, 0.44501, 2.60762], [-0.96303, -0.42376, 3.26617], [-4.95844, -0.81767, -2.22386], [-3.26029, -0.88186, -1.73519], [-3.20388, 1.13637, -2.98536], [-4.88976, 1.51409, -2.63255], [-1.48650, 0.47536, -1.95441], [0.80803, 0.69093, -1.22566]], "nbo_charge": [-0.25, -0.53, 0.34, -0.30, -0.24, 0.13, -0.43, -0.22, -0.25, -0.43, 0.66, -0.62, -0.31, 0.44, 0.06, -0.49, 0.34, -0.41, -0.33, 0.68, -0.64, -0.43, -0.21, -0.41, -0.40, -0.41, -0.23, 0.67, -0.62, -0.25, 0.08, -0.65, -0.24, -0.23, -0.21, -0.28, 0.19, 0.18, 0.17, 0.22, 0.21, 0.22, 0.19, 0.19, 0.26, 0.19, 0.27, 0.23, 0.21, 0.20, 0.21, 0.21, 0.21, 0.19, 0.21, 0.23, 0.25, 0.19, 0.24, 0.24, 0.23, 0.20, 0.22, 0.22, 0.20, 0.20, 0.24], "mol_weight_g_mol": 509.63, "charge": 0, "smiles": "COc1ccc(N2CCN(C(=O)c3sc4ncn(CC(=O)N5CCCCC5)c(=O)c4c3C)CC2)cc1", "e_tot_ev": -53942.357, "e_above_lowest_kcal_mol": 10.23}


[3]
{"formula": "C5H8FN", "method": "ωB97M-V with the def2-TZVPD basis set", "elements": ["F", "C", "C", "C", "N", "C", "C", "H", "H", "H", "H", "H", "H", "H", "H"], "coordinates": [[-2.32932, 0.16144, -0.00435], [-0.97451, -0.00722, -0.00251], [-0.13844, 1.27315, -0.01864], [1.24043, 0.55080, -0.00953], [0.85404, -0.89208, 0.01188], [-0.24781, -0.86016, 1.04121], [-0.23571, -0.88590, -1.01899], [-0.31964, 1.87360, -0.89954], [-0.28988, 1.92297, 0.88520], [1.87456, 0.76102, -0.89491], [1.83246, 0.77197, 0.89227], [-0.65577, -1.85600, 1.15336], [0.02717, -0.41503, 1.98857], [-0.66986, -1.90591, -1.14224], [0.03228, -0.49265, -1.98178]], "nbo_charge": [-0.34, 0.33, -0.46, -0.24, -0.38, -0.27, -0.28, 0.22, 0.21, 0.20, 0.20, 0.21, 0.19, 0.21, 0.20], "mol_weight_g_mol": 101.12, "charge": 0, "smiles": "FC12CCN(C1)C2", "e_tot_ev": -9520.809, "e_above_lowest_kcal_mol": 22.61}


[4]
{"formula": "C53H70N5O4", "method": "ωB97M-V with the def2-TZVPD basis set", "elements": ["C", "C", "C", "C", "C", "C", "C", "C", "C", "C", "C", "C", "N", "N", "N", "C", "C", "C", "C", "C", "C", "C", "C", "C", "C", "C", "C", "C", "C", "C", "C", "H", "H", "H", "H", "H", "H", "H", "H", "H", "H", "H", "H", "H", "H", "H", "H", "H", "H", "H", "H", "H", "H", "H", "H", "H", "H", "H", "H", "H", "H", "H", "H", "H", "H", "H", "H", "H", "H", "H", "C", "O", "C", "C", "C", "C", "C", "C", "O", "N", "C", "C", "C", "C", "N", "C", "C", "C", "C", "C", "C", "C", "C", "C", "C", "C", "O", "C", "C", "O", "C", "H", "H", "H", "H", "H", "H", "H", "H", "H", "H", "H", "H", "H", "H", "H", "H", "H", "H", "H", "H", "H", "H", "H", "H", "H", "H", "H", "H", "H", "H", "H"], "coordinates": [[3.02965, -6.00951, -1.38142], [2.29092, -5.21515, -2.45887], [2.13026, -6.04758, -3.73090], [2.99390, -3.90644, -2.74275], [4.28849, -3.91048, -3.23326], [4.95219, -2.72915, -3.48401], [4.31882, -1.52627, -3.25437], [3.01538, -1.47845, -2.78812], [2.32847, -0.14885, -2.54890], [2.71875, 0.90158, -3.59343], [2.60927, 0.37161, -1.13980], [2.34968, -2.68194, -2.51207], [0.98238, -2.66550, -2.03751], [-0.06838, -2.65868, -2.85526], [-1.12360, -2.67879, -2.07045], [-2.48609, -2.69181, -2.56629], [-3.14565, -3.90956, -2.78572], [-2.45642, -5.22962, -2.51221], [-2.31701, -6.05816, -3.78941], [-3.19591, -6.02988, -1.43908], [-4.44506, -3.89556, -3.26314], [-5.09375, -2.70699, -3.52339], [-4.44123, -1.51031, -3.31492], [-3.14177, -1.48296, -2.83722], [-2.44167, -0.15980, -2.61471], [-3.16923, 0.68292, -1.56720], [-2.30110, 0.61622, -3.92349], [-0.79392, -2.68960, -0.70016], [-1.74951, -2.67500, 0.42135], [0.59392, -2.70410, -0.66706], [1.42592, -2.75785, 0.42495], [3.14092, -5.43651, -0.45957], [2.50867, -6.93866, -1.14815], [4.03041, -6.27342, -1.72408], [1.28336, -4.97045, -2.07991], [1.58625, -5.50400, -4.50482], [3.10615, -6.31119, -4.13923], [1.59941, -6.97828, -3.52712], [4.78249, -4.84911, -3.41964], [5.95923, -2.74516, -3.87018], [4.84503, -0.61025, -3.45638], [1.24412, -0.33202, -2.64512], [2.58489, 0.53059, -4.61119], [2.12769, 1.81056, -3.48046], [3.76443, 1.18789, -3.47799], [2.26766, -0.32293, -0.37227], [3.68069, 0.51444, -0.99740], [2.12043, 1.33168, -0.96898], [-1.44343, -4.99982, -2.13810], [-1.77642, -5.51882, -4.56870], [-1.79463, -6.99505, -3.59205], [-3.30081, -6.31067, -4.18598], [-3.30524, -5.47002, -0.50975], [-4.19781, -6.28706, -1.78250], [-2.67741, -6.96330, -1.21778], [-4.95068, -4.82976, -3.43765], [-6.10236, -2.71435, -3.90393], [-4.94473, -0.58291, -3.52904], [-1.42905, -0.38435, -2.23603], [-3.27393, 0.15656, -0.61786], [-2.64525, 1.62127, -1.38285], [-4.17235, 0.93063, -1.91360], [-1.76091, 0.04426, -4.67952], [-3.28454, 0.85230, -4.33041], [-1.77834, 1.55966, -3.76473], [-1.23849, -2.65411, 1.38285], [-2.39305, -1.79777, 0.36883], [-2.38520, -3.55856, 0.39767], [1.03511, -2.79332, 1.41921], [2.48873, -2.76777, 0.30701], [-1.05763, 8.81428, 1.93250], [-0.96813, 8.53901, 0.55738], [-0.50362, 7.25395, 0.25057], [-0.08214, 6.31344, 1.18405], [0.32551, 5.04461, 0.80708], [0.71156, 4.03371, 1.84683], [-0.44785, 3.14385, 2.29989], [-1.54591, 3.97294, 2.95000], [-2.22248, 4.83244, 2.42793], [-1.61715, 3.57940, 4.26713], [-2.55789, 4.20454, 5.18064], [-0.74742, 2.41791, 4.61017], [0.21238, 2.81849, 5.72601], [-1.65091, 1.24496, 4.97335], [-0.00929, 2.14229, 3.32482], [0.90621, 1.15316, 3.10791], [1.28828, 0.25189, 4.07576], [2.23114, -0.74177, 3.91767], [2.59329, -1.64874, 4.95203], [3.57998, -2.62554, 4.72522], [3.93267, -3.50701, 5.71786], [3.32195, -3.44792, 6.95769], [2.35097, -2.49735, 7.20669], [1.98911, -1.60969, 6.22519], [0.31380, 4.70515, -0.53454], [-0.09831, 5.60989, -1.50831], [-0.18562, 5.33575, -2.87978], [0.36852, 4.10626, -3.27467], [-0.49100, 6.90166, -1.11081], [-0.90134, 7.84099, -2.08111], [-2.27635, 7.74503, -2.32650], [-1.47280, 9.81512, 2.05768], [-1.72059, 8.08892, 2.40751], [-0.06128, 8.78336, 2.37586], [-0.11846, 6.55242, 2.22963], [1.53173, 3.41148, 1.47774], [1.11244, 4.54748, 2.72578], [-0.87366, 2.60294, 1.44377], [-3.04079, 5.04188, 4.68356], [-3.32539, 3.49759, 5.48651], [-2.04227, 4.57498, 6.06383], [0.75995, 3.71654, 5.44254], [-0.33649, 3.02858, 6.64181], [0.94062, 2.04260, 5.94796], [-2.37111, 1.07935, 4.17279], [-1.10332, 0.31889, 5.12429], [-2.20020, 1.46054, 5.88699], [1.34977, 1.08290, 2.13112], [0.82086, 0.33308, 5.03508], [2.72550, -0.82774, 2.96700], [4.05521, -2.67615, 3.76112], [4.68736, -4.24974, 5.52881], [3.59946, -4.14399, 7.73009], [1.87039, -2.44989, 8.16944], [1.22843, -0.88294, 6.44257], [0.61425, 3.71525, -0.81975], [0.31126, 4.03835, -4.36202], [1.41432, 4.06207, -2.96764], [-0.20329, 3.28812, -2.83558], [-2.55776, 8.49504, -3.06564], [-2.49792, 6.74786, -2.70953], [-2.81733, 7.92299, -1.39569]], "mulliken_charge": [-1.43, 1.68, -1.49, 0.86, -0.07, -1.80, -0.64, 0.66, 2.64, -1.57, -0.71, -2.40, 2.12, -1.13, 1.94, -2.05, 0.88, 1.51, -1.54, -1.39, -0.33, -1.88, -0.39, 0.87, 1.82, -1.46, -1.37, 0.44, -1.50, 1.80, -2.66, 0.27, 0.45, 0.33, -0.75, 0.35, 0.33, 0.41, 0.43, 0.39, 0.33, -0.61, 0.46, 0.04, 0.38, 0.04, 0.33, -0.01, -0.45, 0.35, 0.41, 0.34, 0.26, 0.32, 0.43, 0.43, 0.38, 0.45, -0.39, 0.30, 0.36, 0.29, 0.40, 0.36, 0.16, 0.52, 0.03, -0.04, 0.21, 0.35, -0.83, -0.46, 0.47, -0.56, -0.69, -1.45, 0.36, 0.14, -0.66, 0.42, -1.05, 0.13, -1.54, -1.58, 0.55, 0.26, 0.56, -0.84, 0.93, -0.45, -0.70, -0.37, -0.81, -0.30, -0.51, 0.40, -0.45, -0.71, 1.22, -0.58, -0.64, 0.26, 0.33, 0.32, 0.44, 0.60, 0.49, 0.33, 0.37, 0.32, 0.35, 0.34, 0.49, 0.37, 0.39, 0.38, 0.47, 0.57, -0.65, 0.39, 0.41, 0.40, 0.41, 0.42, 0.38, 0.47, 0.41, 0.41, 0.07, 0.29, 0.22, 0.23], "mol_weight_g_mol": 841.17, "charge": 1, "e_tot_ev": -71729.076}


- What is the formula in the second record?
  C26H31N5O4S